(1)
Density functional theory data (ωB97M-V with the def2-TZVPD basis set) for a cluster of 2 separate species, C3H5NO4 in total in a non-equilibrium geometry.

Properties
frontier orbital gap = 0.3358 hartree
molecular weight = 119.076 g mol⁻¹
F_max = 3.51 eV/Å
lowest unoccupied orbital energy = -0.66 eV
energy above the lowest of the compared OMol25 structures with the same formula, charge and spin = 2.081 eV
SMILES string = NC(=O)C(=O)C=O.O

Geometry as XYZ:
```
13
C3H5NO4 | the Open Molecules 2025 dataset | ωB97M-V with the def2-TZVPD basis set
N 1.05 1.27 0.75
C 0.48 0.70 -0.31
O 1.06 0.04 -1.10
C -1.06 0.85 -0.33
O -1.53 1.82 0.19
C -1.85 -0.03 -1.16
O -2.05 -1.21 -1.17
H 0.58 1.93 1.34
H 2.01 1.36 0.81
H -2.31 0.53 -1.99
O 1.21 -2.00 1.20
H 1.24 -2.91 1.52
H 1.17 -2.37 0.26
```

---

(2)
Density functional theory data (ωB97M-V with the def2-TZVPD basis set) for an isolated molecule of C3H5NO4 in a non-equilibrium geometry.

Properties
frontier orbital gap = 0.3880 hartree
molecular weight = 119.076 g mol⁻¹
F_max = 8.75 eV/Å
lowest unoccupied orbital energy = 0.66 eV
energy above the lowest of the compared OMol25 structures with the same formula, charge and spin = 5.206 eV
SMILES string = O=C1NOCOCO1

Geometry as XYZ:
```
13
C3H5NO4 | the Open Molecules 2025 dataset | ωB97M-V with the def2-TZVPD basis set
O 2.74 -0.05 -0.38
C 1.59 0.07 -0.11
N 0.88 -1.08 -0.22
O -0.22 -1.35 0.46
C -1.28 -0.71 -0.31
O -1.07 0.68 -0.73
C -0.45 1.30 0.17
O 1.03 1.25 0.13
H 1.57 -1.65 0.12
H -1.61 -1.57 -1.06
H -1.89 -0.47 0.50
H -0.64 2.52 0.27
H -0.66 1.05 1.17
```

---

(3)
Density functional theory data (ωB97M-V with the def2-TZVPD basis set) for an isolated molecule of C3H5NO4 in a non-equilibrium geometry.

Properties
frontier orbital gap = 0.3649 hartree
molecular weight = 119.076 g mol⁻¹
F_max = 5.69 eV/Å
lowest unoccupied orbital energy = 0.44 eV
energy above the lowest of the compared OMol25 structures with the same formula, charge and spin = 3.348 eV
SMILES string = O=CN[C@H](O)C(=O)O

Geometry as XYZ:
```
13
C3H5NO4 | the Open Molecules 2025 dataset | ωB97M-V with the def2-TZVPD basis set
O -2.37 0.11 -0.70
C -1.38 -0.37 -1.21
N -0.11 -0.49 -0.62
C 0.31 0.76 -0.04
O 1.37 1.27 -0.79
C 0.58 -0.46 1.24
O 1.25 -1.47 1.30
O 0.12 0.13 2.35
H -1.40 -0.92 -2.16
H 0.59 -1.10 -1.03
H -0.49 1.43 0.23
H 1.00 1.48 -1.66
H 0.54 -0.35 3.10
```